1.
An isolated molecule of C15H26N4OS, computed with wB97M-V/def2-TZVPD.

Last column: Mulliken charge in e.
Cartesian coordinates (Å):
C 2.590 2.025 -1.256  0.6595
C 1.880 3.359 -1.017  -0.7120
H -2.197 2.416 2.598  0.3185
H -5.591 -2.168 -2.066  0.3213
H 3.333 -2.706 1.834  0.3123
H -3.570 0.339 1.399  0.2961
C -2.135 2.977 1.662  -0.8877
O 3.050 1.794 -2.351  -0.6715
H 4.063 -3.833 0.688  0.3341
N 2.719 1.228 -0.186  -0.0652
H 5.236 -1.970 -0.434  0.3344
H 3.976 -0.215 1.721  0.2898
N -1.594 2.155 0.620  0.1522
C 4.335 -0.386 0.702  -0.7504
H 2.250 1.484 0.671  0.3374
H 1.659 -0.961 0.980  0.3121
H -6.017 -0.380 -0.377  0.3202
H 3.558 -0.253 -1.309  0.3638
C 3.696 -2.811 0.808  -0.6546
C 3.194 -0.137 -0.283  -0.3488
H -3.813 -0.404 -1.554  0.3453
N -0.234 1.324 -0.893  -0.1253
C -2.174 1.077 -0.003  0.3960
H -4.258 1.372 0.145  0.2950
H -1.484 3.838 1.805  0.3343
H -3.150 -1.438 -0.301  0.3474
C 4.834 -1.822 0.570  -0.6321
C -5.634 -2.400 -1.004  -1.3209
H -4.932 -3.205 -0.802  0.3196
C -0.375 2.253 0.010  0.3008
H 5.148 0.315 0.508  0.3240
N -1.361 0.594 -0.897  -0.7956
H -5.351 -1.417 0.886  0.3163
C 2.549 -2.553 -0.165  -0.8474
C -3.885 -0.657 -0.496  -0.7052
C -3.529 0.576 0.330  -0.5242
C -5.287 -1.169 -0.177  -0.3073
H 1.287 3.591 -1.901  0.3482
S 0.803 3.465 0.435  -0.3108
H 2.895 -2.718 -1.187  0.3684
H 1.731 -3.249 0.029  0.3522
C 2.049 -1.119 -0.030  -0.5093
H -6.637 -2.750 -0.769  0.3905
H 2.628 4.142 -0.876  0.4444
H 1.241 -0.921 -0.737  0.2722
H -3.135 3.317 1.387  0.3170
H 5.640 -2.001 1.284  0.3452

2S+1 = 1
E_LUMO = 0.403 eV
relative energy (zero: lowest compared OMol25 entry of this formula, charge and spin) = 3.7 kcal/mol
Kohn-Sham gap = 9.00 eV
HOMO level = -8.6 eV
SMILES = CCCCc1nnc(SCC(=O)NC2CCCCC2)n1C

2.
A structure of composition C15H26N6O7Zn, computed with wB97M-V/def2-TZVPD.

Last column: Mulliken charge in e.
Cartesian coordinates (Å):
C -2.424 -1.249 2.160  -1.0221
C 2.002 1.729 3.229  -1.5461
H -3.403 -0.911 2.490  0.4676
O -3.671 -3.120 3.894  -0.5967
H -2.124 -1.764 -3.950  0.3629
H -0.670 -3.948 4.390  0.1917
N 0.928 1.333 0.975  0.6484
C -2.482 -3.202 3.686  0.1316
C -1.765 -0.488 1.206  0.3521
C -1.784 -2.398 2.652  1.2006
H -3.947 1.823 -1.657  0.2538
H 1.912 0.920 3.987  0.2767
H 4.648 0.623 2.555  0.3789
H -0.689 2.261 0.729  0.4217
C -1.987 1.154 -2.201  0.3868
O -1.579 2.505 -0.441  -0.9048
H 1.403 0.780 -3.600  0.3496
C -1.643 -0.096 -2.784  -0.1362
Zn 0.634 -0.265 -0.562  -0.7726
H 0.994 1.583 -4.759  0.3934
H 1.164 2.431 3.346  0.3697
H -3.686 1.599 -3.390  0.5067
C 4.125 -0.254 2.174  -1.5652
H -2.078 -4.557 5.145  0.2512
C 1.934 1.127 1.854  0.3186
N -1.663 -4.081 4.351  -0.3727
C -3.215 1.938 -2.471  -1.5228
O 3.416 -1.189 -0.322  -0.9138
N -0.596 -0.923 0.735  0.5124
C -0.556 -2.821 2.129  -1.0796
N 2.550 -0.477 0.320  1.0603
H 2.414 0.679 -1.987  0.3062
H -0.006 -3.714 2.424  0.3477
H 2.495 2.861 -2.970  0.3080
O 0.944 1.652 -3.794  -0.3887
H -3.390 -0.484 -3.978  0.4077
C 1.484 3.217 -2.958  -0.2473
H -1.869 -0.276 -4.904  0.1920
C -2.308 -0.684 -3.976  -1.4468
N -0.686 -0.771 -2.090  0.8801
H 4.787 -0.822 1.517  0.3856
H 0.964 4.090 -3.413  0.3102
C 0.012 -2.040 1.144  -0.2863
H 2.968 2.252 3.394  0.3444
H 3.869 -0.886 3.032  0.2524
O -0.081 2.053 1.544  -0.5495
H -2.989 3.007 -2.559  0.2651
O 1.909 -0.160 -2.053  -0.8792
H -2.154 0.448 0.803  0.4522
N -1.173 1.521 -1.181  0.7099
H 2.595 -0.797 -1.679  0.4161
C 2.902 0.147 1.439  0.1587
H 1.110 2.928 -1.942  0.1320
O -0.513 -1.998 -2.351  -0.8659
H 0.966 -2.287 0.669  0.3932

2S+1 = 1
E_LUMO (alpha / beta) = -1.940 / -1.955 eV
relative energy (zero: lowest compared OMol25 entry of this formula, charge and spin) = 35.8 kcal/mol
Kohn-Sham gap (alpha / beta) = 3.44 / 3.41 eV
HOMO level (alpha / beta) = -5.4 / -5.4 eV

3.
An isolated molecule of C15H26O, computed with wB97M-V/def2-TZVPD.

Last column: Mulliken charge in e.
Cartesian coordinates (Å):
H 0.285 1.379 -1.165  0.3131
H -2.303 -0.569 -1.696  0.3157
H -3.331 -0.712 -0.263  0.4220
C -1.939 2.764 1.661  -0.8461
C -1.307 3.621 0.600  0.9020
C 3.686 -4.178 -0.506  -1.4079
H 2.522 -2.540 -2.644  0.2873
H 0.981 -1.077 1.479  0.5501
H -2.341 5.458 0.957  0.3284
H -2.480 -2.123 -0.887  0.5402
O -1.437 -1.303 1.465  -0.6372
H -2.843 3.251 2.036  0.4643
H 3.430 -4.812 -1.354  0.3285
C -1.043 0.782 0.443  0.1925
C 2.933 -2.881 -0.580  1.1527
C 1.303 -1.241 0.450  -0.5806
H 3.457 -4.713 0.412  0.3472
C -1.317 5.096 0.865  -1.5395
H 4.760 -3.996 -0.542  0.3390
C -0.770 3.089 -0.489  -0.7385
H 1.887 -0.373 0.139  0.3327
H -2.606 0.727 1.927  0.3835
C 3.138 -2.114 -1.852  -1.4422
C 0.051 -1.372 -0.436  -1.3413
H -0.338 3.732 -1.246  0.2989
C -1.212 -0.732 0.181  1.4346
H -0.805 5.312 1.802  0.3158
H 0.231 -0.947 -1.422  0.4048
H -0.213 0.878 1.149  0.4776
C -2.278 1.381 1.119  -1.1595
C -0.714 1.620 -0.792  -0.7146
H -3.087 1.474 0.392  0.3410
H 2.044 -3.130 1.275  0.2320
H -1.248 2.674 2.506  0.3792
H -1.474 -2.261 1.364  0.4501
H -1.420 1.408 -1.601  0.2648
H 2.871 -1.067 -1.741  0.2942
C -2.409 -1.047 -0.728  -2.0732
H -0.825 5.645 0.066  0.3605
H 4.177 -2.180 -2.172  0.4617
H -0.161 -2.437 -0.580  0.5869
C 2.141 -2.487 0.409  -1.0208

2S+1 = 1
E_LUMO = 0.814 eV
relative energy (zero: lowest compared OMol25 entry of this formula, charge and spin) = 17.3 kcal/mol
Kohn-Sham gap = 9.62 eV
HOMO level = -8.8 eV
SMILES = CC(C)=CCC[C@@](C)(O)[C@H]1CC=C(C)CC1

4.
An isolated molecule of C15H26O2, computed with wB97M-V/def2-TZVPD.

Last column: Mulliken charge in e.
Cartesian coordinates (Å):
O -0.061 2.368 0.766  -0.6212
C 2.188 -0.085 -0.308  -1.5390
C 0.813 -0.753 -0.603  -0.0404
H -2.585 -0.708 3.336  0.3789
C -1.234 -0.418 0.955  -1.5649
C -0.627 -0.842 2.306  -0.5581
C 1.517 0.878 -5.184  -1.1798
C -0.866 0.051 5.553  -1.0695
H 0.022 -1.748 2.109  0.1588
H -0.300 0.748 4.901  0.2880
C -1.240 1.492 -2.245  -1.4440
H -1.630 -1.296 0.413  0.4485
H -0.112 -1.677 4.756  0.3504
H 1.664 0.766 -6.242  0.4207
C 1.905 1.422 -0.168  -0.4007
C 0.416 1.410 0.199  -0.5192
H 0.048 -0.626 -4.732  0.3463
C -0.296 0.139 -0.117  2.4594
C -0.892 0.165 -1.597  -0.6949
H 2.437 1.328 -4.749  0.2510
C -1.082 -1.259 4.843  -0.7622
H 0.778 -1.788 -0.267  0.6945
H -2.113 2.031 -1.904  0.3284
H 2.655 -0.489 0.531  0.4614
C 1.053 -0.344 -4.367  -0.3007
C -1.736 -1.353 3.347  -0.5971
C 0.409 -0.720 -2.038  -0.4007
H -1.822 -0.461 -1.721  0.4067
H -0.029 -0.066 2.721  0.4783
H -2.136 -2.416 3.106  0.3270
H 0.642 1.602 -5.107  0.2435
H 1.837 -1.067 -4.610  0.3079
H -2.104 0.183 1.159  0.4200
H 0.235 -1.716 -2.562  0.2765
H -0.610 -0.194 6.576  0.3547
H 2.868 -0.403 -1.035  0.5033
H 2.442 1.887 0.687  0.4023
H -1.648 1.212 -3.241  0.4500
O 1.144 0.060 -2.976  -0.2386
H -1.692 -1.909 5.384  0.5005
H 1.892 1.979 -1.120  0.1745
H -1.841 0.545 5.590  0.2714
H -0.308 2.074 -2.344  0.2282

2S+1 = 1
E_LUMO = 0.861 eV
relative energy (zero: lowest compared OMol25 entry of this formula, charge and spin) = 95.2 kcal/mol
Kohn-Sham gap = 9.85 eV
HOMO level = -9.0 eV
SMILES = CCCCC[C@@]12C(=O)CC[C@@H]1[C@H](OCC)[C@@H]2C

5.
An isolated molecule of C15H27Br2IO5S, computed with wB97M-V/def2-TZVPD.

Last column: Mulliken charge in e.
Cartesian coordinates (Å):
C -2.364 2.223 2.725  -1.8348
O 0.739 1.662 -2.345  -0.6788
H 1.237 1.656 -0.055  0.8239
O 3.649 -2.008 1.668  -0.4624
C -0.883 -2.786 -1.273  -1.2771
H 0.750 -0.634 -2.067  0.2267
H 5.400 -1.076 2.072  0.2595
O 1.316 4.180 -0.393  -0.7087
H -1.674 1.206 -2.988  1.1113
H -1.912 3.204 2.819  0.4333
H 2.784 -3.578 0.128  0.4821
O -0.874 4.128 0.727  -0.6127
O -0.720 3.820 -1.677  -0.3592
H -2.354 2.192 0.613  -0.1934
C -0.463 1.259 1.163  0.3767
H 0.400 -0.659 -0.375  -1.5756
C -1.960 1.573 1.408  0.7632
I -2.759 3.743 -3.703  0.0806
C 0.163 1.821 -0.122  -1.1451
H 1.818 -2.440 -0.796  0.2681
H -2.115 -1.054 -1.113  0.2640
H -3.447 2.355 2.706  0.4704
C -0.637 -3.011 0.228  0.2010
C 2.322 -1.816 1.210  0.2928
Br 0.696 1.833 2.650  -0.0355
C -0.239 1.129 -1.439  1.2550
C -0.031 -0.401 -1.342  0.6478
H -0.674 -2.064 0.778  -0.2489
C -1.201 -1.331 -1.640  -0.3582
H -0.003 -3.097 -1.838  0.5144
C 4.447 -0.845 1.605  -0.6629
C -1.620 1.523 -1.948  -1.2003
H -0.326 0.186 1.179  -0.2417
H -2.619 3.303 -1.119  0.6002
C 0.687 -3.691 0.579  -1.3022
H -1.437 -3.615 0.656  0.4485
H -2.427 1.013 -1.422  0.0571
H -1.430 -1.303 -2.708  0.3544
H 0.728 -4.682 0.125  0.3368
H 0.544 1.331 -3.222  0.5810
S 0.016 3.623 -0.274  1.4095
H 0.725 -3.825 1.662  0.4671
C 1.938 -2.895 0.186  -0.4322
H -2.135 1.581 3.569  0.4682
H 4.626 -0.546 0.569  0.3000
H 1.638 -1.835 2.063  0.3051
H 2.253 -0.826 0.744  -0.3246
H -1.735 -3.396 -1.566  0.4095
Br -2.934 -0.138 1.323  -0.0873
H 3.985 -0.017 2.149  0.2614
C -1.890 3.027 -1.877  -0.7277

2S+1 = 1
E_LUMO = 0.006 eV
Kohn-Sham gap = 9.79 eV
HOMO level = -9.8 eV
SMILES = COCCCCCCC[C@@]1(O)C[C@H](I)OS(=O)(=O)[C@H]1[C@@H](Br)[C@H](C)Br